Entry from OMol25: 3 unconnected molecules or ions with the total composition C25H46BrNO5 (ωB97M-V with the def2-TZVPD basis set).

Values from the calculation:
SMILES: CCCOCC1=C(Br)C(=O)C(CCCCN)=C(CCC)C1=O.CCOCC.CCOCC
gap between HOMO and LUMO: 8.55 eV
E_LUMO: -0.87 eV
HOMO level: -9.42 eV

Each line ends with the Löwdin charge.
Atoms and positions in Å:
1 H -6.9675 5.5053 -2.2710  0.11
2 H -4.4967 4.0907 0.0573  0.11
3 H -5.9535 -0.5104 -0.8968  0.07
4 C -0.7489 -0.9787 2.9753  -0.20
5 H -1.7179 -0.5038 3.0881  0.10
6 N 6.0490 1.1980 -2.1453  -0.01
7 H -0.7764 -0.9934 5.1187  0.06
8 O 0.2541 -2.9279 2.0838  -0.14
9 H -1.8310 -2.7211 2.3182  0.13
10 H 6.1279 -4.0181 -1.5644  0.12
11 H -6.7620 0.2146 0.4914  0.08
12 H -5.8412 5.1836 -3.5726  0.12
13 O -5.1638 4.6254 -1.7646  -0.17
14 Br 0.8748 -4.5540 -2.0496  0.85
15 H -3.1619 0.4827 -3.2378  0.08
16 C -0.9314 -2.1702 2.0223  -0.23
17 C 4.1475 -0.1363 2.2988  -0.07
18 H -2.5942 1.5692 -1.9559  0.08
19 C -0.1524 -1.4160 4.3320  -0.09
20 H 3.2455 0.0870 2.8602  0.06
21 H 0.8557 -1.0360 4.4392  0.06
22 C 4.7338 -0.8753 -1.7273  -0.20
23 H -4.3432 7.0080 -2.8013  0.08
24 H -0.0344 -0.3314 2.4774  0.10
25 H -3.9551 -1.1521 -1.5390  0.11
26 H -4.3162 1.2903 -2.1793  0.07
27 C 2.1518 -4.0368 -0.7467  -0.52
28 C -3.2427 -0.3680 -1.2593  -0.28
29 C 0.4517 -3.7620 0.9694  -0.18
30 H -5.7677 -1.2392 0.6945  0.08
31 O 3.8740 -4.4374 -2.2657  0.10
32 H 4.9708 -0.5844 -0.7041  0.09
33 H 3.9687 -0.1808 1.2301  0.05
34 C 2.9937 -3.4026 1.4197  -0.27
35 H 5.9272 1.3390 -1.1475  0.06
36 H 0.2055 -4.8086 1.1907  0.15
37 C 4.5908 -3.3257 -0.3553  -0.13
38 C 1.8753 -3.7389 0.4880  -0.13
39 O -3.4059 -0.0171 0.1039  -0.17
40 H -7.1035 5.6936 -0.0822  0.07
41 O 2.7984 -3.4836 2.5898  0.16
42 H 5.9479 2.1074 -2.5809  0.06
43 H 5.9145 -3.1439 2.2826  0.13
44 C 4.9035 0.3831 -2.5836  -0.29
45 H -4.5596 5.8236 -0.1868  0.11
46 H 6.6501 -1.5796 -2.4864  0.11
47 C 4.3278 -3.0204 0.8959  -0.09
48 C 5.6993 -1.9830 -2.1489  -0.17
49 H -5.9747 7.6145 -3.1367  0.08
50 C -5.9074 5.5440 -2.5456  -0.28
51 H -1.0958 -1.7290 1.0366  0.11
52 H -2.2487 -0.8115 -1.3366  0.11
53 H 6.6985 -2.8450 -0.3894  0.11
54 C -5.8504 -0.2880 0.1659  -0.08
55 H -4.7364 1.5594 -0.0394  0.09
56 C -6.4584 4.9053 0.3079  -0.08
57 C 5.3418 -2.3608 1.7802  -0.13
58 C -4.6396 0.5841 0.4515  -0.28
59 H 5.2440 -2.4643 -3.0123  0.11
60 C -5.3862 6.9696 -2.4831  -0.08
61 C -5.1008 4.8898 -0.3747  -0.28
62 C -3.3365 0.8118 -2.2127  -0.07
63 H 6.0679 -1.7872 1.2189  0.11
64 H 4.0897 -1.9318 3.5429  0.09
65 C 5.8900 -3.0824 -1.0659  -0.11
66 H -5.4379 7.3813 -1.4743  0.07
67 H -0.2143 -3.4634 0.1624  0.08
68 H -6.3406 5.0715 1.3794  0.08
69 H 5.6171 -1.1222 3.4654  0.10
70 H 4.8213 0.6896 2.5090  0.07
71 H 4.9528 0.0954 -3.6329  0.11
72 C 3.5652 -3.9860 -1.2072  -0.39
73 H 3.6976 -1.1736 -1.8378  0.12
74 H -6.9727 3.9548 0.1540  0.08
75 H 3.9818 0.9615 -2.4434  0.10
76 H -0.1583 -2.4927 4.4585  0.07
77 H -4.5903 0.7807 1.5235  0.12
78 C 4.7690 -1.4405 2.8605  -0.23

---

Entry from OMol25: a molecular structure, C32H42NO5Tc (ωB97M-V with the def2-TZVPD basis set).

Values from the calculation:
net charge: -1
gap between HOMO and LUMO (alpha / beta): 3.82 / 5.21 eV
spin multiplicity: 4
relative energy (zero: lowest compared OMol25 entry of this formula, charge and spin): 0.045 eV
E_LUMO (alpha / beta): 2.20 / 2.19 eV
HOMO level (alpha / beta): -1.62 / -3.02 eV

Each line ends with the Löwdin spin population.
Atoms and positions in Å:
1 H 0.6549 -1.2115 -1.8004  0.00
2 C -1.3469 0.3095 -3.3847  0.00
3 H -0.7063 3.1884 -1.5693  0.00
4 C -1.5307 2.8462 4.3801  0.00
5 H 2.4409 -0.6619 4.2718  0.01
6 H -3.2428 2.0925 -2.0519  0.00
7 C -1.8867 3.6358 3.2887  0.00
8 C -1.5868 -1.8738 3.8432  0.07
9 H 2.3491 0.8969 0.1775  0.01
10 C -0.3513 0.8264 5.3198  0.05
11 C -0.5407 -2.0103 -3.9113  0.00
12 C -2.0131 -1.5439 2.4963  0.04
13 H 0.4392 -3.7667 1.9214  0.00
14 C 2.0875 -1.1682 0.9479  0.21
15 C 0.2026 -3.4943 -6.5864  0.00
16 H 1.2194 3.2027 4.9398  0.00
17 H 0.2919 -2.5896 -3.4818  0.00
18 C 0.3500 1.7405 7.4952  0.00
19 H 2.1346 1.7101 4.7198  0.00
20 N 0.5776 1.5563 6.0945  0.01
21 O -0.3027 -2.2255 -7.0866  0.00
22 C -1.1892 -2.2756 1.5906  0.08
23 C -0.4934 -1.0993 -6.3663  0.00
24 O -0.4969 0.3755 -1.1826  0.00
25 H -0.2584 -4.2314 -7.2495  0.00
26 O 2.2970 -1.9455 -4.6957  0.00
27 H -3.2219 0.4635 -1.3645  0.00
28 C -2.6377 1.3891 -1.4707  0.00
29 H 0.1506 -0.0865 4.8755  0.02
30 H -1.3026 -2.2878 0.5080  0.01
31 C -0.3961 -0.9964 -1.6187  0.00
32 C -0.5167 -2.8241 3.7458  0.02
33 H -0.2943 1.1381 -5.1535  0.00
34 H -0.6882 2.8916 -3.3063  0.00
35 H -1.9713 3.7442 1.1429  0.00
36 C 0.0409 -1.0047 -4.9395  0.00
37 H 0.6334 2.3055 -2.2781  0.00
38 H -0.0776 -3.7114 -5.5440  0.00
39 H -2.2704 0.5054 -3.9563  0.00
40 C 2.2138 0.6197 2.3919  0.19
41 H 3.8556 -0.1769 -5.7915  0.00
42 H -2.3504 4.6130 3.4461  0.00
43 H -1.7121 3.1875 5.4006  0.00
44 C 3.2273 -0.5078 -6.6250  0.00
45 H -1.2566 -2.7213 -4.3502  0.00
46 H -2.5647 1.7931 -0.4540  0.00
47 H -2.2520 -1.5088 -2.5773  0.00
48 H 2.2430 -2.7266 2.5785  0.00
49 H 1.3122 1.8800 8.0054  0.00
50 C 2.1547 -0.5776 3.2181  0.03
51 C -1.2382 1.1552 -2.0933  0.00
52 O 1.8468 -0.4248 -6.2984  0.00
53 C -1.2440 -1.1494 -2.8539  0.00
54 O -1.0274 -0.1414 -6.8965  0.00
55 C -0.4572 2.4568 -2.3260  0.00
56 H 3.3506 0.1444 -7.4815  0.00
57 Tc 0.0898 -0.9600 2.8263  1.93
58 H 2.1988 -1.7534 0.0293  0.01
59 C -0.7203 1.1089 2.8795  0.05
60 H -0.1790 0.8662 7.8951  0.00
61 C -0.9564 1.9436 1.7959  0.01
62 C 1.6097 2.3176 5.4616  0.00
63 H 2.3437 1.6374 2.7607  0.01
64 H 3.4946 -1.5368 -6.8819  0.00
65 H -0.2694 2.6312 7.7098  0.00
66 C 2.2076 0.2366 1.0269  0.13
67 C 2.0213 -1.7049 2.2968  0.00
68 H 1.2976 -3.5252 -6.6963  0.00
69 H 0.7521 0.6647 -3.8155  0.00
70 H -1.1621 0.4701 5.9756  0.00
71 H -0.7404 -1.6517 -0.8074  0.00
72 H -2.7860 -0.8445 2.2004  0.00
73 H 2.3185 2.6537 6.2241  0.00
74 C 1.5125 -1.1902 -5.2451  0.00
75 C -0.1667 0.4091 -4.3489  0.00
76 C -0.2673 -3.0633 2.3513  0.04
77 H -2.0571 -1.5236 4.7526  0.01
78 C -1.6358 3.1601 2.0015  0.00
79 H -0.0273 -3.3269 4.5853  0.00
80 H -0.6139 1.6449 0.8028  0.00
81 C -0.9126 1.6118 4.1658  0.01

---

Entry from OMol25: 2 unconnected molecules or ions with the total composition C3H13N3 (ωB97M-V with the def2-TZVPD basis set).

Values from the calculation:
gap between HOMO and LUMO: 7.22 eV
relative energy (zero: lowest compared OMol25 entry of this formula, charge and spin): 4.023 eV
E_LUMO: 0.72 eV
HOMO level: -6.50 eV

Each line ends with the natural charge from an NBO analysis.
Atoms and positions in Å:
1 N -0.0989 0.5910 1.2978  -0.52
2 C -0.4525 1.5685 -0.0107  -0.25
3 H -0.5721 -2.8845 -0.2142  0.20
4 N 0.9872 -1.8468 -1.1516  -0.85
5 H -0.8796 -0.0264 1.5266  0.38
6 H -1.0745 -1.4768 -1.1476  0.19
7 H 1.1670 -1.3033 -1.9892  0.36
8 C -0.3984 -2.3333 -1.1397  -0.42
9 H -0.2318 1.5847 1.8669  0.43
10 H -1.8679 3.0500 0.7220  0.19
11 H -0.6595 -2.9849 -1.9825  0.18
12 H 1.2019 -0.7414 0.5567  0.39
13 H 0.4793 1.5815 -0.5772  0.19
14 H 1.8736 0.5067 1.4076  0.35
15 N 1.1194 -0.1749 1.4100  -0.68
16 H -1.2247 1.0292 -0.5654  0.18
17 H 1.6392 -2.6238 -1.1560  0.36
18 C -0.8086 2.8079 0.6905  -0.89
19 H -0.1991 3.6764 0.4562  0.20

---

Entry from OMol25: a molecular structure, C10H14F30K4O9P5 (ωB97M-V with the def2-TZVPD basis set).

Values from the calculation:
net charge: -1
gap between HOMO and LUMO: 5.98 eV
E_LUMO: -1.65 eV
HOMO level: -7.63 eV

Each line ends with the Löwdin charge.
Atoms and positions in Å:
1 F -4.2959 0.7618 6.7514  -0.22
2 F -0.0062 5.2089 5.4472  -0.23
3 H -3.0189 -3.9262 -8.6222  0.13
4 O -1.0501 -4.0676 -5.4262  0.07
5 F 0.8177 0.8223 0.4843  -0.18
6 F -1.8642 -0.8526 -0.2893  -0.18
7 K -3.9726 -0.0430 -4.2392  0.96
8 O 7.1715 3.5226 0.2752  0.03
9 F -3.3953 -1.3353 6.1367  -0.19
10 C -1.3707 -4.5494 -6.5654  -0.54
11 F -0.1465 -0.2867 -1.3063  -0.18
12 F -0.9769 0.0983 1.7229  -0.13
13 F -5.2021 -0.9066 7.9824  -0.18
14 F -8.3264 3.4912 -0.8188  -0.14
15 O 4.8120 -0.9343 -2.3652  0.15
16 F -5.6004 -4.2529 1.2456  -0.17
17 H 7.3910 6.2366 2.6869  0.08
18 O 4.1649 -2.6581 -3.2483  0.16
19 C -1.0351 -5.1452 -8.7740  -0.10
20 C 8.4252 3.3041 0.7631  -0.54
21 F -1.0927 1.4031 -0.1600  -0.19
22 F -4.3909 -5.2119 -0.6165  -0.23
23 C 4.0194 -3.0456 -1.8878  -0.08
24 F -6.4242 -3.9609 -0.7140  -0.21
25 C 7.1544 4.0182 2.5119  -0.28
26 C 7.3181 5.3257 3.2810  -0.03
27 C 4.5929 -1.5344 -3.4155  -0.88
28 F 0.2856 -1.4890 0.4401  -0.20
29 H 5.9837 4.8838 0.7158  0.13
30 F 1.8151 4.8629 3.8561  -0.25
31 F -6.3513 4.5822 -0.2717  -0.24
32 F -6.7246 3.6805 -2.3587  -0.18
33 C 6.2762 3.9821 1.2539  -0.09
34 F -7.2135 1.6726 -1.5746  -0.16
35 F -7.3399 -5.6102 0.7944  -0.18
36 F 1.3588 3.1410 4.8536  -0.24
37 H -0.7059 -4.6663 -9.6961  0.13
38 F -6.6871 2.3804 0.6479  -0.20
39 F 3.1033 4.4237 5.7270  -0.14
40 F 1.1435 4.1475 6.9578  -0.16
41 F 1.7154 6.2959 5.7460  -0.19
42 H -0.7059 -6.1790 -8.8796  0.13
43 F -5.1691 2.7361 -1.1143  -0.24
44 O -0.4749 -4.6069 -7.5777  0.04
45 H 8.2695 5.4742 3.7917  0.08
46 P -4.8924 -0.7656 6.3689  0.20
47 K -2.6210 4.3680 1.9635  0.94
48 O -2.5206 -4.9351 -7.0298  0.06
49 P -6.7901 3.0649 -0.9018  0.21
50 P -0.5048 -0.0562 0.1970  0.12
51 K 1.9178 2.8628 -3.3589  0.96
52 P 1.5678 4.6955 5.4942  0.23
53 F -5.5294 -2.1756 5.9179  -0.17
54 P -5.8982 -5.3090 0.0894  0.22
55 O 9.3639 2.7979 0.2195  0.15
56 C -2.5441 -4.9003 -8.5048  -0.04
57 H 6.5759 5.6297 4.0191  0.09
58 H 4.7504 -3.7974 -1.5903  0.13
59 O 4.6218 -0.9487 -4.4163  0.17
60 H 5.5960 -2.1498 -0.8741  0.14
61 O 8.4419 3.5582 2.0917  0.09
62 C 4.6183 -1.8556 -1.2557  -0.07
63 H 3.0006 -3.3764 -1.6857  0.15
64 H 6.7397 3.3348 3.2529  0.15
65 F -6.4377 -6.2469 -1.1521  -0.20
66 H -3.1537 -5.6473 -9.0132  0.13
67 F -4.7940 -0.3672 4.7950  -0.21
68 H 3.9494 -1.5694 -0.4441  0.14
69 F -6.3842 -0.1717 6.2051  -0.19
70 H 5.4140 3.3168 1.2084  0.13
71 F -5.2193 -6.5749 0.9301  -0.22
72 K -1.5448 -3.9752 3.3225  0.95

---

no.,F_max (eV Å⁻¹)
1,1.946
2,2.054
3,0.977
4,9.420